Record 1
Molecular formula: C40H69IO18
Method: DFT, ωB97M-V/def2-TZVPD

Geometry (Å):
C1 -3.50 -1.63 -2.88
C2 -3.22 -1.51 -1.35
C3 -1.80 -1.90 -1.06
C4 -0.88 -1.17 -0.42
C5 -1.15 0.19 0.17
C6 -0.90 0.24 1.70
O1 0.27 0.99 2.00
C7 0.49 -1.73 -0.27
O2 1.29 -1.31 0.54
C8 0.89 -2.85 -1.19
I1 2.95 -3.09 -1.39
C9 -0.01 -3.61 -1.82
C10 0.33 -4.73 -2.76
C11 -0.48 -6.01 -2.64
O3 -1.39 -6.30 -3.36
C12 -1.44 -3.28 -1.54
O4 -2.30 -4.12 -1.67
H1 -4.07 -2.53 -3.09
H2 -2.57 -1.68 -3.44
H3 -4.05 -0.76 -3.24
H4 -3.86 -2.21 -0.82
H5 -3.43 -0.50 -1.05
H6 -2.17 0.50 0.01
H7 -0.50 0.94 -0.29
H8 -0.77 -0.78 2.06
H9 -1.77 0.68 2.20
H10 0.83 0.44 2.55
H11 0.21 -4.38 -3.79
H12 1.37 -5.00 -2.62
H13 -0.12 -6.73 -1.88
C13 4.94 -1.53 -6.70
C14 4.36 -1.90 -5.35
O5 2.94 -1.96 -5.38
C15 2.24 -3.06 -5.73
C16 2.96 -4.21 -6.38
O6 1.06 -3.07 -5.55
H14 4.72 -2.29 -7.45
H15 6.03 -1.43 -6.63
H16 4.52 -0.59 -7.05
H17 4.78 -2.83 -4.96
H18 4.59 -1.12 -4.62
H19 2.95 -4.06 -7.46
H20 2.43 -5.12 -6.15
H21 3.99 -4.34 -6.05
C17 0.72 -8.70 -8.71
C18 2.11 -8.10 -8.62
O7 2.36 -7.52 -7.33
C19 2.81 -8.23 -6.28
C20 2.81 -9.74 -6.34
O8 3.16 -7.64 -5.29
H22 0.60 -9.53 -8.02
H23 0.54 -9.07 -9.72
H24 -0.03 -7.95 -8.48
H25 2.89 -8.82 -8.87
H26 2.21 -7.27 -9.31
H27 1.85 -10.10 -5.97
H28 3.59 -10.11 -5.68
H29 2.97 -10.15 -7.33
C21 -6.09 -1.34 -8.94
C22 -4.74 -0.67 -8.84
O9 -4.50 -0.12 -7.54
C23 -3.99 -0.86 -6.52
C24 -3.90 -2.36 -6.66
O10 -3.67 -0.29 -5.51
H30 -6.16 -2.20 -8.28
H31 -6.26 -1.68 -9.97
H32 -6.88 -0.64 -8.67
H33 -3.92 -1.34 -9.13
H34 -4.69 0.19 -9.51
H35 -4.83 -2.80 -6.29
H36 -3.08 -2.70 -6.02
H37 -3.71 -2.71 -7.67
C25 5.26 2.03 5.87
C26 4.59 0.69 6.07
O11 3.18 0.78 5.85
C27 2.61 0.67 4.63
C28 3.49 0.68 3.40
O12 1.41 0.63 4.56
H38 5.16 2.38 4.84
H39 6.32 1.98 6.11
H40 4.78 2.76 6.53
H41 5.03 -0.09 5.44
H42 4.69 0.37 7.10
H43 3.61 1.72 3.08
H44 2.98 0.14 2.60
H45 4.47 0.24 3.55
C29 0.01 6.39 7.90
C30 1.38 6.75 7.37
O13 2.40 5.90 7.92
C31 2.73 4.71 7.39
C32 1.83 4.09 6.34
O14 3.70 4.14 7.81
H46 -0.29 5.39 7.59
H47 -0.74 7.10 7.52
H48 -0.01 6.43 8.98
H49 1.42 6.74 6.28
H50 1.66 7.75 7.69
H51 1.08 3.48 6.84
H52 2.44 3.43 5.72
H53 1.33 4.81 5.69
C33 -1.88 4.92 13.79
C34 -0.77 5.43 12.89
O15 -1.27 5.86 11.62
C35 -1.75 7.10 11.39
C36 -2.03 8.02 12.56
O16 -1.99 7.42 10.26
H54 -2.59 5.70 14.04
H55 -1.45 4.54 14.72
H56 -2.42 4.11 13.30
H57 -0.19 6.23 13.36
H58 -0.08 4.63 12.65
H59 -3.05 7.85 12.89
H60 -1.93 9.04 12.21
H61 -1.35 7.88 13.41
C37 -1.28 5.49 -0.70
C38 -1.51 4.50 -1.83
O17 -2.11 3.29 -1.37
C39 -3.44 3.13 -1.25
C40 -4.35 4.34 -1.30
O18 -3.87 2.02 -1.04
H62 -2.22 5.81 -0.25
H63 -0.76 6.37 -1.06
H64 -0.68 5.02 0.09
H65 -2.09 4.94 -2.64
H66 -0.55 4.19 -2.25
H67 -4.46 4.73 -0.29
H68 -5.32 4.01 -1.65
H69 -3.99 5.13 -1.95

The total energy is -87553.5031 eV. Its strongest force on any atom is 0.735 eV/A. Its LUMO energy is -0.429 eV.


Record 2
Molecular formula: C54H119N5O8
Method: DFT, ωB97M-V/def2-TZVPD

Geometry (Å):
C1 7.73 0.32 1.35
C2 6.54 1.10 0.72
C3 5.54 1.49 1.85
C4 6.92 2.39 0.02
C5 7.41 2.22 -1.41
C6 6.27 1.44 -2.14
C7 6.06 0.03 -1.56
C8 4.85 -0.52 -2.35
C9 7.29 -0.89 -1.84
N1 5.72 0.27 -0.16
O1 5.24 -0.89 0.47
H1 8.56 0.38 0.64
H2 8.13 0.74 2.27
H3 7.44 -0.72 1.48
H4 4.67 2.03 1.47
H5 5.30 0.62 2.44
H6 5.96 2.33 2.42
H7 6.06 3.07 0.03
H8 7.69 2.91 0.60
H9 7.51 3.15 -1.96
H10 8.31 1.61 -1.48
H11 6.64 1.33 -3.16
H12 5.34 2.01 -2.10
H13 4.64 -1.59 -2.35
H14 5.04 -0.45 -3.42
H15 4.01 0.13 -2.10
H16 7.74 -1.23 -0.91
H17 7.97 -0.28 -2.43
H18 7.00 -1.81 -2.36
H19 4.28 -0.83 0.38
C10 1.26 1.24 -0.47
C11 0.76 0.22 0.53
C12 1.15 0.66 1.96
C13 -0.80 0.30 0.43
C14 -1.39 -0.55 -0.73
C15 -0.87 -1.95 -0.51
C16 0.61 -2.21 -0.51
C17 0.83 -3.57 0.16
C18 1.31 -2.13 -1.88
N2 1.23 -1.15 0.33
O2 2.54 -1.37 0.80
H20 1.36 0.90 -1.51
H21 0.60 2.10 -0.60
H22 2.30 1.57 -0.35
H23 0.67 1.62 2.09
H24 0.75 -0.10 2.64
H25 2.23 0.67 2.07
H26 -1.20 -0.09 1.37
H27 -1.15 1.32 0.32
H28 -2.47 -0.47 -0.64
H29 -0.89 -0.21 -1.64
H30 -1.23 -2.54 -1.37
H31 -1.39 -2.33 0.37
H32 0.44 -3.71 1.17
H33 1.91 -3.71 0.28
H34 0.45 -4.33 -0.53
H35 0.90 -3.00 -2.43
H36 2.37 -2.31 -1.76
H37 1.00 -1.31 -2.53
H38 2.31 -2.04 1.47
C19 -2.32 0.03 -6.66
C20 -1.59 -0.01 -5.30
C21 -2.27 -1.04 -4.41
C22 -0.07 -0.28 -5.40
C23 0.70 0.93 -5.90
C24 0.42 2.13 -5.03
C25 -1.04 2.52 -4.96
C26 -1.04 3.57 -3.81
C27 -1.55 3.26 -6.23
N3 -1.75 1.30 -4.61
O3 -3.13 1.60 -4.38
H39 -3.31 0.49 -6.58
H40 -1.93 0.59 -7.51
H41 -2.51 -1.01 -6.95
H42 -2.21 -2.03 -4.87
H43 -1.78 -1.01 -3.43
H44 -3.30 -0.87 -4.10
H45 0.28 -0.77 -4.48
H46 0.10 -1.04 -6.17
H47 1.76 0.68 -6.00
H48 0.31 1.03 -6.92
H49 1.10 2.98 -5.05
H50 0.61 1.66 -4.05
H51 -0.12 4.12 -3.63
H52 -1.19 3.02 -2.87
H53 -1.83 4.31 -3.90
H54 -1.37 4.34 -6.18
H55 -2.63 3.37 -6.34
H56 -1.08 2.97 -7.17
H57 -3.19 1.38 -3.44
C28 -5.32 -6.15 0.84
C29 -4.33 -5.80 -0.26
C30 -3.09 -5.08 0.29
C31 -3.82 -7.14 -0.91
C32 -3.06 -6.89 -2.21
C33 -3.96 -6.19 -3.21
C34 -4.48 -4.88 -2.69
C35 -3.41 -3.79 -2.80
C36 -5.65 -4.46 -3.62
N4 -5.02 -5.00 -1.31
O4 -5.44 -3.77 -0.80
H58 -5.12 -5.61 1.76
H59 -6.38 -6.12 0.59
H60 -5.21 -7.22 1.03
H61 -2.63 -5.61 1.13
H62 -2.28 -4.91 -0.42
H63 -3.36 -4.06 0.57
H64 -2.97 -7.60 -0.41
H65 -4.68 -7.79 -1.07
H66 -2.12 -6.35 -2.07
H67 -2.69 -7.85 -2.55
H68 -4.81 -6.86 -3.36
H69 -3.38 -6.10 -4.13
H70 -2.42 -4.04 -2.40
H71 -3.67 -2.86 -2.28
H72 -3.16 -3.69 -3.86
H73 -6.15 -3.55 -3.25
H74 -6.34 -5.29 -3.70
H75 -5.24 -4.03 -4.54
H76 -6.39 -3.76 -0.92
C37 2.22 3.90 3.90
C38 1.95 5.45 3.93
C39 2.77 6.06 5.08
C40 2.55 6.12 2.68
C41 1.74 6.03 1.38
C42 0.27 6.40 1.64
C43 -0.32 5.52 2.78
C44 -1.75 6.11 2.91
C45 -0.45 4.08 2.29
N5 0.52 5.79 3.95
O5 -0.08 5.41 5.16
H77 1.62 3.52 4.74
H78 1.78 3.41 3.03
H79 3.21 3.55 4.16
H80 3.75 6.44 4.78
H81 2.34 6.95 5.55
H82 3.10 5.36 5.85
H83 2.78 7.15 2.95
H84 3.48 5.67 2.32
H85 2.13 6.77 0.67
H86 1.76 5.05 0.90
H87 -0.28 6.21 0.72
H88 0.27 7.46 1.89
H89 -2.37 5.62 3.67
H90 -2.30 5.93 1.99
H91 -1.74 7.16 3.20
H92 -1.33 4.01 1.66
H93 -0.65 3.45 3.16
H94 0.44 3.72 1.77
H95 -0.17 6.24 5.64
C46 1.88 -2.72 4.73
C47 1.85 -2.70 6.27
C48 0.44 -2.87 6.83
O6 2.58 -3.80 6.85
H96 2.83 -2.72 4.18
H97 1.11 -2.11 4.25
H98 1.67 -3.75 4.42
H99 2.41 -1.82 6.60
H100 -0.04 -1.89 6.94
H101 0.47 -3.39 7.78
H102 -0.25 -3.42 6.18
H103 3.52 -3.60 6.83
C49 -2.85 -2.59 3.87
C50 -3.18 -1.21 4.47
C51 -1.93 -0.41 4.85
O7 -3.96 -0.59 3.43
H104 -2.41 -2.50 2.87
H105 -3.76 -3.18 3.86
H106 -2.07 -3.09 4.45
H107 -3.77 -1.36 5.38
H108 -1.64 0.15 3.95
H109 -1.03 -0.92 5.18
H110 -2.17 0.41 5.53
H111 -4.70 -0.14 3.85
C52 -5.97 1.13 0.10
C53 -4.67 1.89 -0.16
C54 -3.69 1.92 0.99
O8 -4.06 1.28 -1.28
H112 -5.74 0.06 0.20
H113 -6.70 1.16 -0.71
H114 -6.49 1.54 0.97
H115 -5.08 2.88 -0.41
H116 -2.85 2.56 0.72
H117 -3.28 0.93 1.20
H118 -4.11 2.29 1.93
H119 -4.49 0.46 -1.53

The total energy is -81749.2174 eV. Its strongest force on any atom is 2.900 eV/A. The energy above the lowest of the compared OMol25 structures with the same formula, charge and spin comes out at 71.42 kcal/mol. Its LUMO energy is 0.471 eV.


| no. | Kohn-Sham gap (Ha) |
| --- | --- |
| 1 | 0.3010 |
| 2 | 0.3008 |